Computed, not measured: a structure of composition C31H38Br60NOP, with ωB97M-V/def2-TZVPD.

Last column: Mulliken charge in e.
Positions of all 132 atoms, in Å:
1 Br 6.5554 3.6697 6.6706  -0.01
2 C 0.7423 8.7622 -8.1074  -0.35
3 C -3.2907 -3.4571 -1.2628  0.16
4 N -0.6777 0.0766 -1.5046  0.29
5 Br 6.7289 5.5612 1.9360  -0.05
6 Br 2.7985 14.2062 0.3298  -0.03
7 Br -3.2828 3.7103 3.1338  -0.04
8 C -4.0826 -4.3907 -0.4783  -1.55
9 H -5.2730 -6.2609 -0.5823  -0.48
10 H -3.5710 -4.8594 -4.4992  -0.23
11 Br 5.2965 -0.1720 1.4123  0.09
12 Br 4.0064 8.2611 -1.8839  0.01
13 Br 4.6641 -10.0993 6.5471  -0.02
14 H -2.4999 4.7602 -7.6447  0.27
15 Br 0.2957 8.9554 -9.9781  -0.06
16 Br 1.7108 -2.0348 5.5715  -0.03
17 H -6.4071 3.4325 -4.0140  0.13
18 C 0.6605 -2.5961 -2.7093  -0.95
19 C -3.6128 -5.8733 3.5051  -0.39
20 Br -3.0765 5.4771 -5.3414  -0.02
21 Br 6.8586 2.5474 3.0065  -0.01
22 Br 5.1111 -4.2142 4.4099  0.06
23 H 0.1306 0.5464 -1.9050  -0.13
24 Br 1.8662 12.1603 -1.9482  -0.03
25 C 2.1075 8.4828 -2.1663  0.09
26 H 9.9512 1.3384 10.9333  0.27
27 Br -2.8842 -4.1432 3.9759  -0.09
28 C -0.0405 -3.6471 -3.6510  0.40
29 Br -8.5925 4.0765 -4.9907  -0.04
30 C 2.1503 2.6810 -2.4954  -0.35
31 Br 6.7849 0.4816 6.4933  0.03
32 H 1.1552 -3.0063 -0.1591  -0.18
33 O -1.2263 -3.2155 -4.3111  -0.41
34 H -4.9182 2.8094 -1.0107  0.47
35 Br -2.4819 -5.5231 -6.0831  0.08
36 Br 7.7641 -5.6855 5.4337  -0.04
37 C -6.9076 -9.1962 -1.6924  -0.38
38 Br 9.8947 -0.8097 12.1675  0.00
39 Br -3.7362 2.2533 -3.1182  0.22
40 H 0.1935 -5.1287 -1.9399  0.24
41 C -0.2261 -0.7652 -0.3712  -0.42
42 C -3.8682 2.6536 -1.2306  -0.55
43 H 6.8784 1.9870 8.4593  0.02
44 C 1.8297 12.5811 -0.0620  -0.33
45 C -3.4982 -6.8331 -7.0779  -0.38
46 Br -3.2767 1.1665 -0.1413  -0.03
47 C -4.6767 -5.5223 -1.1974  1.27
48 Br -4.5017 -5.8175 1.7854  0.09
49 Br 3.8727 -1.4102 -1.1769  0.01
50 H -1.0058 -0.8103 0.4364  0.34
51 C -3.1016 -3.6495 -2.6804  0.85
52 Br 6.0603 3.1381 -0.0449  -0.04
53 Br 0.2940 16.3140 2.7505  -0.01
54 C -4.5294 -5.7229 -2.6258  -0.07
55 Br -6.4032 1.9827 -6.0236  -0.02
56 H -4.1709 -4.2004 0.6490  0.52
57 Br 2.8764 -2.2341 1.7546  0.09
58 Br 1.6714 8.6853 -4.0385  0.09
59 Br 1.1387 16.2614 5.8376  -0.04
60 H 5.4230 -5.8687 6.2264  0.32
61 Br 0.3191 2.6136 -1.8774  0.10
62 Br 2.4473 11.0971 1.0126  0.00
63 C -7.1892 2.8460 -4.4837  -0.12
64 C -1.5397 2.9454 3.4714  -0.35
65 Br 5.3188 -7.4042 4.2855  0.00
66 H 4.9587 3.8318 2.0632  0.36
67 H -1.3465 0.7415 -1.1245  -0.19
68 Br 7.3993 -11.0754 5.2045  0.00
69 H 0.7938 12.7569 0.2046  0.41
70 H 1.7605 -2.7711 -2.7445  0.44
71 Br -2.9454 4.2921 -0.7806  -0.04
72 H 0.4529 9.6835 -7.6154  0.35
73 C 6.0032 3.7761 1.7792  -0.32
74 H -2.8341 -2.5890 -0.7485  0.27
75 Br -8.8019 -8.8151 -1.7111  -0.01
76 Br 7.4665 -9.1331 7.7491  -0.01
77 Br 7.5146 0.8942 10.8760  0.04
78 Br -7.7896 1.5617 -3.1709  0.01
79 H 0.4831 -1.5769 -3.1552  0.18
80 H -1.7009 1.9999 3.9756  0.37
81 Br 2.6481 8.5516 -7.8389  -0.02
82 Br -9.2477 -4.7852 -2.3562  -0.03
83 H -0.0659 -3.7560 5.7342  0.29
84 Br 9.3277 2.1732 13.1818  -0.01
85 Br -6.1232 -8.9950 -3.4460  -0.01
86 C 9.2700 0.9537 11.6839  -0.27
87 C -0.1488 -5.1014 -2.9992  -0.85
88 Br 9.2157 2.2000 7.6710  0.00
89 H 2.7810 2.7977 -1.6217  0.30
90 Br -5.3402 -6.2891 -7.2992  -0.03
91 H -6.7976 -10.2395 -1.4208  0.34
92 Br -6.6669 -3.3847 -1.0677  0.23
93 H -1.9403 -1.7687 -2.8647  -0.09
94 C -3.2619 4.4245 -6.9507  -0.24
95 Br -2.9231 2.5504 -6.6061  -0.08
96 Br 1.0255 -4.4894 3.6356  0.03
97 H -1.1721 -5.5285 -3.0702  0.11
98 C 6.5182 -10.5545 6.8443  -0.33
99 H -3.5046 -7.7433 -6.4896  0.36
100 Br 1.0818 7.0507 -1.3694  0.01
101 C -2.2394 -2.6235 -3.5156  -0.80
102 H -4.3631 -6.1104 4.2504  0.42
103 H -4.9978 -6.5723 -3.1479  -0.18
104 Br -9.1476 -1.5997 -1.9639  -0.06
105 H 2.3865 15.5349 3.8238  0.33
106 H 6.5333 -11.4159 7.5012  0.34
107 C 5.8448 -5.8024 5.2297  -0.33
108 Br 0.9728 13.5301 4.1735  0.00
109 H 0.7043 -3.8032 -4.4803  0.39
110 H 0.5205 -5.8139 -3.5560  0.32
111 Br -5.9818 -8.1610 -0.3330  0.08
112 Br -0.2626 7.3364 -7.2677  0.07
113 Br -2.6650 -7.2592 -8.7707  -0.05
114 Br -0.5929 2.5582 1.8305  0.07
115 H -9.0265 -3.4304 -0.2922  0.37
116 H -2.9835 -2.1888 -4.2409  0.40
117 H 5.0869 -2.5280 0.6739  0.41
118 Br -2.2788 -7.2692 3.5801  -0.04
119 H 0.6929 -0.3552 0.1383  0.29
120 Br -4.9739 4.7127 -7.8078  -0.02
121 C 1.3460 15.4260 4.1070  -0.28
122 C -8.5888 -3.3209 -1.2777  -0.42
123 Br -0.4897 4.0496 4.6615  -0.05
124 Br 2.6734 1.0278 -3.3543  -0.06
125 C 4.3834 -1.7033 0.6668  -0.51
126 C 7.2984 2.0727 7.4651  -0.09
127 C 0.9777 -3.8200 5.4469  -0.28
128 H 1.8196 9.4016 -1.6688  -0.20
129 C -3.7267 -4.7649 -3.3834  -0.16
130 P 0.0431 -2.5467 -0.9422  0.22
131 Br 2.4618 4.2120 -3.6296  -0.03
132 Br 1.8318 -5.0370 6.6840  -0.03

The charge is 0. Its relative energy (zero: lowest compared OMol25 entry of this formula, charge and spin) is 33.99 kcal/mol.